No. 1
An isolated molecule of C2H7OPS at a distorted geometry. Source: the Open Molecules 2025 dataset; level of theory: ωB97M-V with the def2-TZVPD basis set.

Each line ends with the Mulliken charge.
Cartesian coordinates (Å):
C 0.761 -1.415 0.930  -0.91
C 0.336 0.996 -1.312  -0.89
O -0.801 0.890 1.229  -0.49
P -0.606 -0.069 -0.091  0.53
S -2.454 -0.687 -0.389  -0.41
H 1.589 -0.966 0.513  0.32
H 0.494 -1.088 1.918  0.28
H 0.692 -2.489 0.773  0.31
H 0.858 0.318 -2.017  0.32
H -0.394 1.645 -1.741  0.32
H 1.108 1.516 -0.735  0.32
H -1.582 1.350 0.922  0.30

## Properties
- SMILES: CP(C)(O)=S
- E_tot: -24359.214 eV
- Kohn-Sham gap: 9.235 eV
- Highest occupied orbital energy: -8.7 eV
- Total charge: 0

=====

No. 2
A cluster of 2 separate species, C16H5Cl2F3N3O6S in total at a distorted geometry. Source: the Open Molecules 2025 dataset; level of theory: ωB97M-V with the def2-TZVPD basis set.

Each line ends with the Mulliken charge.
Cartesian coordinates (Å):
N -3.792 2.966 -0.139  -0.59
C -3.319 2.184 0.592  -0.24
C -2.734 1.256 1.489  1.04
C -1.374 1.129 1.568  1.10
C -0.538 1.982 0.809  -0.43
N 0.121 2.711 0.176  -0.57
C -0.722 0.206 2.520  0.32
O 0.501 0.157 2.608  -0.61
C -1.649 -0.624 3.342  0.26
Cl -0.905 -1.700 4.430  -0.14
C -3.008 -0.530 3.229  0.20
Cl -4.068 -1.535 4.101  -0.15
C -3.659 0.457 2.320  0.36
O -4.873 0.606 2.230  -0.61
F -3.480 -2.084 -1.976  -0.23
C -2.638 -1.039 -1.975  0.51
F -2.506 -0.559 -3.232  -0.22
F -3.171 -0.053 -1.201  -0.17
S -0.990 -1.601 -1.293  0.89
C -0.077 -0.153 -1.488  -0.62
C 1.321 -0.107 -1.374  0.85
C 2.041 1.136 -1.514  -0.74
C 3.397 1.212 -1.303  -0.43
C 4.136 0.047 -0.999  -0.13
N 5.538 0.113 -0.780  0.93
O 6.139 -0.954 -0.507  -0.65
O 6.125 1.217 -0.864  -0.65
C 3.467 -1.196 -0.913  -0.57
C 2.106 -1.281 -1.102  -0.71
O -1.246 -1.888 0.104  -0.54
O -0.580 -2.657 -2.196  -0.67
H -0.645 0.717 -1.803  0.67
H 1.467 2.035 -1.758  0.38
H 3.934 2.159 -1.352  0.43
H 4.068 -2.074 -0.689  0.43
H 1.613 -2.253 -1.062  0.32

## Properties
- E_tot: -77457.364 eV
- Kohn-Sham gap: 3.401 eV
- Highest occupied orbital energy: -4.2 eV
- Total charge: -1

=====

No. 3
A structure of composition C30H49Br2Cl2N6NdOS6 at a distorted geometry. Source: the Open Molecules 2025 dataset; level of theory: ωB97M-V with the def2-TZVPD basis set.

Each line ends with the Mulliken charge.
Cartesian coordinates (Å):
Nd 1.298 -1.131 -0.686  0.06
C 1.797 -6.402 -0.652  -1.74
C 1.399 -4.977 -1.007  0.62
S 2.690 -3.794 -0.821  -0.48
C 0.157 -4.690 -1.439  0.30
C -0.898 -5.757 -1.616  -1.48
S -0.418 -3.072 -1.898  -0.32
H 2.806 -6.406 -0.242  0.37
H 1.789 -7.061 -1.527  0.32
H 1.129 -6.843 0.095  0.33
H -0.522 -6.763 -1.429  0.40
H -1.299 -5.723 -2.633  0.24
H -1.749 -5.579 -0.948  0.21
N 0.179 1.068 -1.816  1.17
N -0.017 1.673 -3.079  -0.54
C 0.957 2.114 -3.864  0.26
N 0.532 2.388 -5.157  -0.46
S 2.543 2.341 -3.397  -0.38
H -0.765 1.031 -1.367  -0.61
H 0.687 1.744 -1.233  0.25
H -0.909 1.424 -3.485  0.09
H -0.431 2.664 -5.277  0.20
H 1.201 2.931 -5.677  0.22
O 0.783 -2.279 1.243  -0.13
S -0.119 -1.866 2.411  0.42
C -0.091 -3.317 3.479  -0.86
C -1.496 -3.359 4.060  -0.54
C -2.463 -3.180 2.873  -0.80
C -1.788 -2.276 1.831  0.56
H 0.694 -3.188 4.223  0.41
H 0.145 -4.163 2.831  0.29
H -1.620 -2.528 4.761  0.25
H -1.681 -4.280 4.614  0.39
H -3.408 -2.752 3.207  0.33
H -2.685 -4.149 2.423  0.30
H -2.307 -1.337 1.618  -0.12
H -1.598 -2.766 0.871  0.01
Cl -1.149 -2.468 -5.778  -0.13
C -2.129 -1.056 -5.355  -0.43
Cl -2.183 -0.722 -3.634  -0.01
H -3.143 -1.238 -5.695  0.36
H -1.694 -0.198 -5.859  0.19
Br 2.287 -1.007 -7.123  -0.23
C 2.971 -1.356 -5.387  -0.30
C 4.227 -1.907 -5.220  -0.13
C 4.685 -2.107 -3.930  -1.32
C 3.873 -1.743 -2.865  -0.20
N 2.664 -1.217 -3.047  0.72
C 2.209 -1.034 -4.279  -0.21
H 4.832 -2.162 -6.080  0.40
H 5.654 -2.546 -3.740  0.42
H 4.217 -1.810 -1.842  0.64
H 1.209 -0.629 -4.387  0.38
C -3.558 5.204 0.001  -0.87
C -2.308 6.010 0.365  -0.61
C -1.354 5.297 1.329  0.00
C -0.384 4.314 0.655  -1.08
N -0.919 3.096 0.083  0.13
C -1.185 1.923 0.926  -0.87
S -2.431 0.901 0.041  -0.68
N -1.762 2.360 2.210  0.37
C -1.957 1.314 3.206  0.07
C -3.434 1.183 3.573  -0.46
C -4.029 2.438 4.206  -0.22
C -3.356 2.846 5.514  -1.21
H -4.346 5.854 -0.388  0.39
H -3.947 4.678 0.875  0.06
H -3.366 4.438 -0.750  0.29
H -2.626 6.954 0.821  0.34
H -1.762 6.281 -0.546  0.26
H -1.957 4.779 2.079  -0.11
H -0.750 6.047 1.853  0.36
H 0.414 4.026 1.347  0.34
H 0.111 4.863 -0.158  0.49
H -1.738 3.246 -0.493  0.16
H -1.149 3.074 2.583  0.33
H -1.346 1.513 4.094  0.42
H -1.597 0.368 2.810  -1.06
H -3.566 0.331 4.257  0.41
H -3.972 0.955 2.650  0.14
H -5.096 2.276 4.391  0.39
H -3.951 3.251 3.481  -0.08
H -3.315 2.006 6.214  0.28
H -3.894 3.662 6.004  0.39
H -2.332 3.183 5.351  0.26
Br 7.103 1.388 2.853  -0.30
C 5.661 0.712 1.791  0.22
C 4.626 0.031 2.406  -0.79
C 3.589 -0.454 1.613  -0.15
C 3.532 -0.281 0.219  0.39
C 4.611 0.420 -0.328  -0.01
C 5.675 0.918 0.425  -0.68
H 4.624 -0.110 3.480  0.40
H 2.791 -0.986 2.125  0.09
H 4.638 0.614 -1.400  0.27
H 6.492 1.455 -0.042  0.39
S 0.468 1.083 1.204  -0.15

## Properties
- Spin multiplicity: 4
- E_tot: -288314.003 eV
- Kohn-Sham gap (spin up / spin down): 4.523 / 4.528 eV
- Highest occupied orbital energy (spin up / spin down): -0.9 / -0.9 eV
- Total charge: -2

=====

No. 4
A cluster of 3 separate species, C4H12N2O in total at a distorted geometry. Source: the Open Molecules 2025 dataset; level of theory: ωB97M-V with the def2-TZVPD basis set.

Each line ends with the Mulliken charge.
Cartesian coordinates (Å):
C -1.109 -0.653 0.174  0.00
C -0.714 -0.782 -1.201  -0.97
C 0.678 -0.410 1.497  -1.09
C -2.100 0.408 0.551  -1.20
H -1.195 -1.577 0.735  0.45
H -0.291 -1.747 -1.473  0.31
H 0.165 0.023 -1.382  0.28
H -1.440 -0.422 -1.934  0.37
H -1.866 1.351 0.056  0.28
H -0.016 -0.371 2.327  0.37
H 1.008 -1.401 1.211  0.29
H 1.538 0.163 1.810  0.35
H -3.115 0.103 0.263  0.38
H -2.111 0.594 1.625  0.32
N 2.501 0.591 -1.062  -0.36
N 1.217 1.127 -1.015  0.04
O 0.859 1.414 0.145  -0.33
H 3.112 0.941 -0.327  0.23
H 2.878 0.646 -1.999  0.26

## Properties
- E_tot: -9363.994 eV
- Kohn-Sham gap (spin up / spin down): 8.447 / 8.448 eV
- Highest occupied orbital energy (spin up / spin down): -7.8 / -7.8 eV
- Total charge: 0

=====

No. 5
An isolated molecule of C3HCl3F2 at a distorted geometry. Source: the Open Molecules 2025 dataset; level of theory: ωB97M-V with the def2-TZVPD basis set.

Each line ends with the Mulliken charge.
Cartesian coordinates (Å):
C 0.765 0.470 -0.001  -0.13
C -0.046 -0.781 -0.444  0.32
C -0.619 0.264 0.498  0.38
F 0.933 1.394 -1.013  -0.25
F -0.482 -0.637 -1.724  -0.22
Cl 0.193 -2.411 0.018  -0.13
Cl -1.855 1.361 -0.052  -0.15
Cl -0.630 -0.200 2.188  -0.15
H 1.742 0.540 0.530  0.32

## Properties
- SMILES: F[C@H]1C(Cl)(Cl)[C@]1(F)Cl
- E_tot: -46127.593 eV
- Kohn-Sham gap: 11.246 eV
- Highest occupied orbital energy: -10.7 eV
- Total charge: 0

=====

No. 6
A structure of composition C31H24B3NO8 at a distorted geometry. Source: the Open Molecules 2025 dataset; level of theory: ωB97M-V with the def2-TZVPD basis set.

Each line ends with the Mulliken charge.
Cartesian coordinates (Å):
N 2.565 -0.708 0.074  -0.63
C 1.355 -0.071 -0.355  0.02
O 1.379 0.878 -1.011  -0.40
C 0.034 -0.677 0.067  0.00
C -0.544 -1.607 -1.022  -0.41
B -2.100 -1.497 -0.931  0.16
O -2.856 -0.697 -1.777  -0.43
B -3.320 0.329 -0.989  0.60
O -3.926 0.004 0.209  -0.33
B -3.387 -1.106 0.826  0.52
O -2.819 -2.121 0.082  -0.45
H 2.568 -1.650 -0.312  0.29
H 2.557 -0.775 1.086  0.30
H -0.634 0.129 0.351  0.18
H 0.204 -1.289 0.941  0.23
H -0.256 -2.631 -0.832  0.25
H -0.246 -1.317 -2.019  0.31
H -3.170 1.463 -1.306  -0.13
H -3.341 -1.195 2.008  -0.11
C 4.660 -6.285 -4.706  -0.51
C 5.496 -5.941 -5.763  -0.46
C 5.548 -4.633 -6.211  -0.53
C 4.756 -3.663 -5.612  0.15
C 3.901 -4.012 -4.564  0.01
C 3.864 -5.324 -4.108  -0.48
C 3.011 -2.997 -3.937  0.57
O 2.273 -3.297 -3.018  -0.67
C 3.046 -1.607 -4.464  -0.10
C 2.184 -0.663 -3.928  -0.01
C 2.213 0.641 -4.388  -0.50
C 3.108 1.008 -5.387  -0.54
C 3.965 0.067 -5.933  -0.69
C 3.933 -1.245 -5.480  0.41
C 4.838 -2.254 -6.094  0.53
O 5.621 -1.943 -6.968  -0.66
H 4.627 -7.307 -4.352  0.40
H 6.109 -6.697 -6.236  0.40
H 6.201 -4.362 -7.029  0.47
H 3.210 -5.589 -3.289  0.47
H 1.491 -0.946 -3.151  0.44
H 1.539 1.374 -3.965  0.46
H 3.134 2.030 -5.740  0.39
H 4.660 0.348 -6.713  0.49
C -2.023 2.899 8.776  -0.47
C -2.127 1.562 8.406  -0.49
C -2.527 1.224 7.125  -0.51
C -2.835 2.222 6.210  0.14
C -2.751 3.564 6.588  0.17
C -2.334 3.897 7.870  -0.57
C -3.119 4.650 5.637  0.57
O -3.041 5.816 5.963  -0.66
C -3.593 4.267 4.278  0.42
C -3.993 5.259 3.392  -0.62
C -4.423 4.919 2.121  -0.54
C -4.449 3.585 1.726  -0.48
C -4.057 2.592 2.606  -0.74
C -3.636 2.927 3.886  0.18
C -3.247 1.843 4.829  0.52
O -3.267 0.679 4.485  -0.68
H -1.702 3.160 9.776  0.40
H -1.894 0.783 9.120  0.40
H -2.604 0.186 6.833  0.47
H -2.259 4.937 8.156  0.47
H -3.969 6.295 3.700  0.48
H -4.738 5.694 1.435  0.39
H -4.780 3.321 0.730  0.49
H -4.083 1.556 2.298  0.64

## Properties
- E_tot: -52442.981 eV
- Kohn-Sham gap: 8.782 eV
- Highest occupied orbital energy: -9.8 eV
- Total charge: 0

=====

Copy entry 6 word for word.
A structure of composition C31H24B3NO8 at a distorted geometry. Source: the Open Molecules 2025 dataset; level of theory: ωB97M-V with the def2-TZVPD basis set.

Each line ends with the Mulliken charge.
Cartesian coordinates (Å):
N 2.565 -0.708 0.074  -0.63
C 1.355 -0.071 -0.355  0.02
O 1.379 0.878 -1.011  -0.40
C 0.034 -0.677 0.067  0.00
C -0.544 -1.607 -1.022  -0.41
B -2.100 -1.497 -0.931  0.16
O -2.856 -0.697 -1.777  -0.43
B -3.320 0.329 -0.989  0.60
O -3.926 0.004 0.209  -0.33
B -3.387 -1.106 0.826  0.52
O -2.819 -2.121 0.082  -0.45
H 2.568 -1.650 -0.312  0.29
H 2.557 -0.775 1.086  0.30
H -0.634 0.129 0.351  0.18
H 0.204 -1.289 0.941  0.23
H -0.256 -2.631 -0.832  0.25
H -0.246 -1.317 -2.019  0.31
H -3.170 1.463 -1.306  -0.13
H -3.341 -1.195 2.008  -0.11
C 4.660 -6.285 -4.706  -0.51
C 5.496 -5.941 -5.763  -0.46
C 5.548 -4.633 -6.211  -0.53
C 4.756 -3.663 -5.612  0.15
C 3.901 -4.012 -4.564  0.01
C 3.864 -5.324 -4.108  -0.48
C 3.011 -2.997 -3.937  0.57
O 2.273 -3.297 -3.018  -0.67
C 3.046 -1.607 -4.464  -0.10
C 2.184 -0.663 -3.928  -0.01
C 2.213 0.641 -4.388  -0.50
C 3.108 1.008 -5.387  -0.54
C 3.965 0.067 -5.933  -0.69
C 3.933 -1.245 -5.480  0.41
C 4.838 -2.254 -6.094  0.53
O 5.621 -1.943 -6.968  -0.66
H 4.627 -7.307 -4.352  0.40
H 6.109 -6.697 -6.236  0.40
H 6.201 -4.362 -7.029  0.47
H 3.210 -5.589 -3.289  0.47
H 1.491 -0.946 -3.151  0.44
H 1.539 1.374 -3.965  0.46
H 3.134 2.030 -5.740  0.39
H 4.660 0.348 -6.713  0.49
C -2.023 2.899 8.776  -0.47
C -2.127 1.562 8.406  -0.49
C -2.527 1.224 7.125  -0.51
C -2.835 2.222 6.210  0.14
C -2.751 3.564 6.588  0.17
C -2.334 3.897 7.870  -0.57
C -3.119 4.650 5.637  0.57
O -3.041 5.816 5.963  -0.66
C -3.593 4.267 4.278  0.42
C -3.993 5.259 3.392  -0.62
C -4.423 4.919 2.121  -0.54
C -4.449 3.585 1.726  -0.48
C -4.057 2.592 2.606  -0.74
C -3.636 2.927 3.886  0.18
C -3.247 1.843 4.829  0.52
O -3.267 0.679 4.485  -0.68
H -1.702 3.160 9.776  0.40
H -1.894 0.783 9.120  0.40
H -2.604 0.186 6.833  0.47
H -2.259 4.937 8.156  0.47
H -3.969 6.295 3.700  0.48
H -4.738 5.694 1.435  0.39
H -4.780 3.321 0.730  0.49
H -4.083 1.556 2.298  0.64

## Properties
- E_tot: -52442.981 eV
- Kohn-Sham gap: 8.782 eV
- Highest occupied orbital energy: -9.8 eV
- Total charge: 0

=====

Q: Which of these has the lowest E_tot?
A: C30H49Br2Cl2N6NdOS6

=====

Q: Among the records above, which one has the lowest E_tot?
A: C30H49Br2Cl2N6NdOS6